(1)
Computed, not measured: a cluster of 5 separate species, C5H20O5 in total, with wB97M-V/def2-TZVPD.

Structure (XYZ):
```
30
C5H20O5 wB97M-V/def2-TZVPD
O -4.56230 15.33766 -3.84058
O -4.87378 19.73331 -4.05255
O -0.63034 17.67946 -8.64129
O -2.57475 15.67307 -8.55216
O -3.20536 17.73669 -4.88724
C 0.72290 17.50888 -8.24286
C -5.56323 20.62126 -4.93396
C -1.98434 18.36056 -5.22333
C -3.48989 14.78298 -3.11264
C -2.98240 15.31759 -7.24779
H -1.82389 18.42968 -6.30361
H -3.90713 18.40136 -4.73038
H -4.36941 16.27004 -4.00260
H -5.82568 20.06653 -5.83738
H -6.51576 20.94996 -4.51442
H 0.81736 17.31393 -7.17033
H -1.15033 17.82956 -4.76091
H -4.91987 21.45881 -5.21049
H -2.55024 14.85653 -3.66076
H -3.34428 15.62840 -9.12523
H -3.89526 15.82959 -6.93155
H -3.44372 15.21652 -2.10854
H 1.18960 18.46966 -8.44881
H -2.23167 15.61795 -6.51462
H -1.21023 16.91453 -8.48253
H -5.07390 19.97718 -3.14612
H -1.97052 19.38122 -4.82080
H 1.15771 16.69795 -8.82991
H -3.15261 14.25814 -7.02350
H -3.68379 13.72703 -2.91464
```



(2)
Computed, not measured: the molecule C15H23N3O3, with wB97M-V/def2-TZVPD.

Structure (XYZ):
```
44
C15H23N3O3 wB97M-V/def2-TZVPD
O -3.90754 -0.32674 0.11704
O 2.62009 2.68925 -0.32553
O -3.02126 0.30531 2.06599
N -0.45654 1.29834 0.19248
N 2.52414 0.92539 0.96447
N 3.83733 2.07865 -0.40666
C -1.60815 -0.83154 0.48009
C 3.74802 1.03543 0.36730
C -5.16577 0.21658 0.52266
C 0.44066 2.29814 0.73197
C -2.90212 -0.20675 0.98336
C -0.28807 1.07716 -1.23271
C 4.86660 -2.56313 0.23837
C -1.48068 0.28364 -1.75529
C -1.57185 -1.05498 -1.03086
C -0.43126 0.04447 0.92251
C 1.87592 1.95521 0.51127
C -6.11582 0.15547 -0.65843
C 3.42778 -2.14522 0.20979
C 4.81841 0.02657 0.55041
C 4.49099 -1.20575 -0.27215
H 0.23768 3.25579 0.24524
H -5.01157 1.24654 0.86263
H -7.08249 0.55831 -0.37082
H 2.94410 -1.91402 1.14632
H 0.24631 2.38814 1.80346
H 5.35907 -2.62733 1.19654
H 0.64307 0.52534 -1.45550
H -0.23681 2.04871 -1.73081
H -0.53515 0.26573 1.98628
H 0.51360 -0.50023 0.76644
H -5.54461 -0.36653 1.36966
H 4.86610 -0.24059 1.60688
H 2.77347 -2.60179 -0.51773
H -0.69086 -1.65614 -1.26959
H 5.20289 -3.30314 -0.47173
H 4.55927 -1.03718 -1.34021
H -5.72133 0.73619 -1.48793
H -2.39059 0.85619 -1.57744
H -2.45770 -1.60155 -1.35367
H 5.76962 0.45574 0.23369
H -1.37502 0.12559 -2.82970
H -6.24209 -0.87335 -0.98456
H -1.52786 -1.79590 0.99648
```



Summary of energy relative to the best compared isomer or geometry (same formula, charge and spin) in kJ/mol
160.8 294.3
(order as listed above)
Summary of HOMO energy in Ha
-0.354 -0.328
(order as listed above)
Summary of M in g/mol
160.21 293.37
(order as listed above)